Record 1
19
Properties=species:S:1:pos:R:3 method="wB97M-V/def2-TZVPD" total_charge=-1 multiplicity=2 s2=0.82 gap_ev="5.689 / 4.473"
C 0.25143 -0.98221 -0.85196
C -1.07275 -0.33761 -1.25805
C 1.29348 0.16628 -0.87803
N 1.01198 1.44404 -0.86307
C 0.24689 0.78755 1.42235
C 1.55502 0.54940 0.62433
O -2.65057 -0.10340 0.83512
O 2.02435 -0.59481 1.17591
H 0.29833 -1.41062 0.17025
H 0.57211 -1.86467 -1.47321
H -0.78161 0.78688 -1.28220
H -1.68758 -0.60729 -0.33065
H -1.57823 -0.73921 -2.22190
H -3.44523 -0.59789 0.82100
H 2.15592 -0.19543 -1.46331
H 0.07513 -0.02323 2.28857
H 0.02145 1.89971 1.64942
H -0.66062 0.60219 0.81492
H 2.37053 1.22031 0.82052

---

Record 2
23
Properties=species:S:1:pos:R:3 method="wB97M-V/def2-TZVPD" total_charge=0 multiplicity=1 gap_ev=9.715 smiles=C[C@H](N)CO.O.O.O
C 1.82589 0.24077 2.57338
C 1.35263 0.29723 1.12164
N 2.36262 1.00168 0.33604
C -0.03754 0.90858 1.01237
O -0.69757 0.58123 -0.22310
H 2.75626 -0.31595 2.57701
H 1.92346 1.24018 3.00358
H 1.10595 -0.31393 3.16455
H 1.28109 -0.71352 0.72655
H 2.77480 1.76123 0.84712
H 2.07223 1.17468 -0.60918
H -0.68435 0.61139 1.84772
H -0.03314 1.98668 1.04611
H -0.66314 -0.36658 -0.38548
O -0.10685 -0.17012 -3.22516
H 0.49624 -0.66186 -3.79363
H 0.42764 0.51533 -2.80554
O -2.39081 3.18090 -1.93527
H -3.22684 2.73254 -2.08055
H -1.96612 2.73558 -1.18631
O -2.56786 -5.51773 -0.42249
H -2.95761 -4.68711 -0.71848
H -3.04699 -6.22121 -0.87088

---

Record 3
15
Properties=species:S:1:pos:R:3 method="wB97M-V/def2-TZVPD" total_charge=0 multiplicity=1 gap_ev=10.215 smiles="CC(=O)O.CN"
C 1.63850 -2.10456 0.70645
C 1.29411 -1.06397 -0.37039
O 1.35615 -1.11038 -1.51970
O 0.94394 -0.06046 0.51526
H 1.59884 -3.08493 0.26838
H 0.95696 -2.04621 1.60649
H 2.66053 -1.70584 1.18789
H 0.32546 0.49365 -0.28108
C -1.92809 1.57798 0.08929
N -0.93474 1.40784 -0.87784
H -2.87640 2.05001 -0.29578
H -1.64564 2.17233 0.94596
H -2.27968 0.66821 0.53264
H -0.93334 0.66815 -1.49216
H -0.17660 2.13818 -1.01542

---

| no. | DFT total energy (hartree) |
| --- | --- |
| 1 | -402.0320 |
| 2 | -478.9898 |
| 3 | -324.8849 |